No. 1
ORCA calculation (ωB97M-V/def2-TZVPD) on a 14-piece molecular cluster, C63H142F15N9O17 overall.

XYZ file:
```
246
Properties=species:S:1:pos:R:3:forces:R:3:lowdin_charge:R:1
C -29.6264 7.7667 8.6357 0.5 0.5 1.0 -0.120
C -29.5486 6.4205 7.9879 -0.4 -1.6 0.0 -0.264
C -28.8773 5.3624 8.9538 0.4 1.4 -0.9 -0.167
C -28.4487 4.1561 8.1339 -0.6 -0.1 0.2 -0.133
N -27.9468 2.9495 8.9275 0.5 0.0 -0.1 -0.235
C -27.2408 1.9920 7.9674 -0.8 -0.8 0.4 -0.064
C -27.3314 0.5953 8.6643 -0.6 1.5 -1.2 -0.148
C -28.6620 0.6133 9.4111 0.4 1.0 -0.4 -0.119
C -29.1400 2.0956 9.3783 0.8 -0.3 -1.4 -0.071
C -26.9718 3.2891 10.0654 -1.3 -1.4 -0.9 0.061
H -28.5948 8.1152 8.8727 -0.7 -0.2 -0.1 0.096
H -30.1580 7.6632 9.5825 0.0 0.3 0.1 0.080
H -30.1051 8.5631 8.0709 0.0 -0.2 -0.2 0.069
H -28.9553 6.5218 7.1000 0.6 -0.2 -0.6 0.088
H -30.5165 5.9943 7.6165 0.4 0.5 0.5 0.109
H -29.5730 5.1347 9.7526 0.0 -0.1 0.3 0.101
H -27.9762 5.9115 9.3318 -0.7 -0.8 0.2 0.129
H -27.6500 4.5296 7.5020 0.3 -0.5 -0.3 0.134
H -29.2847 3.7521 7.5025 0.8 0.4 0.4 0.118
H -26.2344 2.3347 7.8133 0.4 0.2 -0.2 0.129
H -27.8334 2.0121 7.0325 0.3 0.0 0.4 0.126
H -26.5288 0.4251 9.3153 1.3 0.0 1.1 0.091
H -27.2559 -0.1972 7.9476 -0.2 -0.3 -0.6 0.091
H -28.4765 0.2256 10.4104 -0.6 -0.1 0.0 0.117
H -29.3644 0.0524 8.8177 -0.5 -0.5 0.3 0.100
H -29.4707 2.4426 10.3225 -0.6 0.5 0.8 0.108
H -29.8377 2.2624 8.5242 0.0 -0.5 0.9 0.106
H -27.4879 3.5613 10.9646 -0.4 1.1 0.1 0.105
H -26.1847 3.9260 9.7043 0.1 0.4 0.1 0.113
H -26.6057 2.3278 10.3577 0.8 -0.6 -0.1 0.088
C -34.0945 2.8685 0.5657 -0.5 -2.2 1.3 -0.077
C -33.7474 2.2855 1.9931 -0.2 0.3 -0.2 -0.203
C -34.7853 2.4538 3.1571 0.5 -2.2 -2.0 -0.145
C -35.9366 1.3679 3.0266 1.3 1.5 -0.3 -0.098
N -37.0789 1.7185 3.8939 1.1 0.0 1.0 -0.273
C -38.0947 0.6116 3.8734 -0.3 2.5 -2.0 -0.110
C -39.3029 1.2213 4.4813 -1.3 0.5 -0.7 -0.129
C -39.1949 2.7444 4.1587 0.1 0.4 0.6 -0.109
C -37.8572 2.9106 3.4191 -1.0 -0.9 -0.7 -0.084
C -36.5258 1.9458 5.3191 -1.9 0.6 -0.7 0.059
H -34.5253 3.8416 0.5187 -0.1 0.8 0.1 0.063
H -34.7675 2.1419 0.0701 -0.2 0.6 0.4 0.078
H -33.2351 2.7366 -0.0432 1.1 0.5 -0.5 0.031
H -32.7464 2.5972 2.3880 -0.8 0.0 -0.5 0.099
H -33.6734 1.2179 1.8028 0.4 -0.3 0.2 0.097
H -35.1450 3.4437 3.1381 -0.7 1.2 0.2 0.090
H -34.2028 2.2959 4.0402 0.0 -0.1 0.7 0.090
H -35.5687 0.3531 3.2611 -0.2 0.5 0.0 0.151
H -36.3615 1.3893 2.0249 0.3 -0.2 -0.2 0.128
H -37.7151 -0.1502 4.3913 1.5 -3.2 2.1 0.092
H -38.2069 0.2789 2.8219 -0.1 0.5 0.5 0.161
H -39.4062 1.0727 5.5380 0.3 -0.1 0.6 0.115
H -40.1767 0.7178 4.0628 -0.1 0.4 -0.1 0.129
H -39.0785 3.3116 5.0952 -0.8 -0.1 -0.3 0.108
H -40.0448 3.0935 3.5450 0.5 0.1 0.5 0.135
H -37.2899 3.8386 3.4999 -0.3 -0.2 0.3 0.137
H -38.1202 2.7088 2.3730 0.7 0.1 -0.1 0.142
H -36.1436 1.0091 5.6425 0.1 -0.8 0.5 0.109
H -37.3505 2.3645 5.9267 0.6 -0.8 -0.3 0.104
H -35.7389 2.6776 5.3171 0.1 0.3 -0.3 0.061
C -15.3984 -2.5585 0.0692 -0.4 0.4 0.5 0.031
C -16.4164 -3.6444 -0.1962 -1.6 0.5 0.6 -0.348
O -17.6071 -3.5905 -0.1411 1.7 -0.1 -0.3 0.181
N -15.7968 -5.0624 -0.4431 1.3 1.4 -2.1 0.063
H -15.2628 -5.0260 -1.3371 -0.2 0.4 0.5 0.197
H -15.0401 -5.1019 0.2663 -0.7 -0.9 -0.1 0.193
C -16.7701 -6.1603 -0.5685 -0.1 -1.4 2.5 0.000
H -15.5478 -2.1471 1.1154 0.1 -0.6 -1.2 0.136
H -15.5872 -1.7158 -0.6239 0.1 -0.5 0.3 0.119
H -14.3666 -2.8947 -0.0394 -0.1 0.0 0.0 0.089
H -17.7146 -5.9251 -1.0125 -0.1 0.9 -0.6 0.100
H -16.9928 -6.3294 0.4941 -0.3 -0.7 -0.4 0.118
H -16.3807 -7.0770 -1.0299 0.4 0.6 0.2 0.121
C -34.3311 -7.3623 4.0214 -1.3 -2.8 -0.7 0.005
C -32.9163 -7.1104 3.7841 1.6 -1.2 0.9 -0.524
O -32.3057 -6.3048 4.4796 0.7 1.5 1.1 -0.016
N -32.1851 -7.9238 3.0081 -3.5 1.2 0.2 0.034
H -30.0944 -4.9749 10.1889 -0.4 0.5 0.9 0.059
H -31.2455 -7.7963 3.1308 2.8 0.1 -0.1 0.119
C -32.7943 -8.8899 2.1775 -0.2 -1.7 -1.3 -0.077
H -34.4925 -8.2724 4.7035 0.6 1.2 -0.8 0.149
H -34.8060 -7.6983 3.0888 -0.3 0.5 0.4 0.082
H -34.8284 -6.5473 4.4626 -0.5 1.1 0.3 0.065
H -32.0287 -9.2511 1.4238 -1.3 0.4 0.6 0.122
H -33.7596 -8.5103 1.7413 1.4 -0.3 -0.2 0.101
H -33.1185 -9.7352 2.7947 0.2 -0.3 -0.3 0.095
C -30.9305 4.9790 1.9279 -1.0 0.0 -1.4 -0.009
C -30.1581 3.7890 2.3741 1.2 -1.0 3.4 -0.506
O -29.7336 2.9469 1.5497 -0.3 0.6 0.0 -0.041
N -29.8299 3.6750 3.7268 -0.8 -1.1 -3.3 0.062
H -29.4354 2.7492 4.0459 -0.5 0.9 -0.2 0.135
H -27.9424 4.0005 1.5702 -0.4 0.1 0.0 0.051
C -30.1662 4.6839 4.6684 2.3 2.4 0.7 -0.090
H -30.1704 5.7111 1.5648 -0.8 -0.4 -0.1 0.107
H -31.5771 5.5042 2.6412 0.3 -0.5 -0.1 0.082
H -31.6164 4.5362 1.1246 1.0 1.1 0.7 0.105
H -30.8401 4.3978 5.4492 -0.6 -0.4 0.2 0.057
H -30.4639 5.6595 4.1815 0.1 -1.4 0.6 0.098
H -29.1820 4.9844 5.1744 -1.3 -0.4 -0.4 0.101
C -23.3500 -2.2760 0.9445 -0.4 -2.3 1.9 -0.059
C -24.4915 -2.1784 0.0038 -0.5 1.3 -2.0 -0.423
C -25.5945 -3.1652 0.2922 0.0 -0.3 -0.5 -0.222
O -25.9871 -2.9393 1.6220 -0.8 -0.2 0.1 -0.219
C -26.8320 -3.9741 2.1409 0.6 0.9 -0.7 -0.071
N -25.0852 -0.8196 -0.0446 0.6 0.3 -0.8 0.047
H -24.3656 -0.0599 -0.1402 -1.0 -1.1 0.5 0.127
H -26.1946 -0.2565 -1.3773 -0.2 0.4 0.0 0.076
H -25.6017 -0.7596 0.8128 -0.2 0.8 0.5 0.064
H -23.3230 -3.3499 1.2277 0.1 0.4 0.2 0.090
H -23.5010 -1.7601 1.9057 0.1 0.1 -0.6 0.095
H -22.3860 -2.1583 0.5393 1.1 1.0 -0.6 0.059
H -24.1958 -2.3674 -1.0373 0.3 -0.2 0.2 0.147
H -25.1765 -4.1737 0.2534 0.1 -0.2 -0.3 0.123
H -26.3998 -3.0966 -0.5063 0.5 0.1 1.2 0.147
H -27.6916 -4.0860 1.4742 -0.1 -0.2 0.1 0.087
H -27.1457 -3.5657 3.0865 -0.3 -0.3 0.5 0.077
H -26.2722 -4.9176 2.2354 -0.2 0.2 0.1 0.096
C -32.3925 -5.7418 9.5051 -0.2 0.3 -0.7 -0.020
C -32.7064 -6.2710 8.1092 -0.6 -0.7 -0.1 -0.283
C -34.1032 -5.9553 7.5443 -0.2 -0.4 0.4 -0.175
O -35.0589 -6.6871 8.2846 1.3 -0.2 0.5 -0.169
C -36.3380 -6.1455 8.3273 -1.4 -0.8 0.3 -0.107
N -31.6710 -5.8030 7.0907 -1.3 -1.4 -0.1 0.240
H -31.6967 -4.8282 7.1010 -0.2 2.4 -0.3 0.126
H -30.7139 -5.9956 7.3091 0.7 -0.8 0.5 0.148
H -31.9101 -6.1245 6.1075 0.1 0.2 0.2 0.111
H -31.5341 -6.3534 9.7984 -0.1 0.6 0.6 0.082
H -33.2433 -5.8973 10.1880 0.4 -0.1 -0.4 0.109
H -32.1990 -4.6366 9.4416 0.1 -0.9 0.3 0.107
H -32.6795 -7.3654 8.1086 0.3 0.1 0.1 0.161
H -34.1379 -6.3610 6.5237 0.0 0.8 -0.1 0.104
H -34.3369 -4.8915 7.6556 0.2 0.1 -0.5 0.141
H -36.9651 -6.8407 8.8933 0.2 -0.1 -0.1 0.105
H -36.7971 -6.0884 7.3503 0.0 0.2 -0.5 0.087
H -36.4489 -5.2066 8.8441 0.5 0.7 0.1 0.088
C -30.9466 3.3755 -2.4771 -1.5 0.3 -0.2 -0.034
C -29.5193 3.6889 -2.1557 0.6 0.3 0.8 -0.277
C -28.9738 4.7411 -3.0279 -0.7 1.8 -1.6 -0.153
O -29.9327 5.8337 -2.9805 -0.8 -2.9 0.9 -0.223
C -29.5790 7.1443 -3.1477 1.2 0.9 -0.3 -0.104
N -29.4160 4.4256 -0.7841 0.1 -2.9 0.4 0.218
H -28.5838 5.0066 -0.6016 0.2 -0.9 -0.1 0.139
H -30.1455 5.0837 -0.8081 -1.6 1.0 0.1 0.107
H -29.5797 3.7034 0.0129 0.2 1.1 -0.3 0.121
H -31.3156 2.6643 -1.7401 -0.4 0.2 0.1 0.076
H -31.1377 2.9262 -3.4577 0.9 -0.3 0.1 0.107
H -31.5756 4.2880 -2.6081 0.5 -0.6 0.9 0.108
H -28.9346 2.7485 -2.1310 0.1 0.8 0.2 0.155
H -28.9141 4.4183 -4.0619 0.4 -0.1 -0.2 0.150
H -28.0409 5.0907 -2.6359 0.9 0.2 -0.2 0.101
H -30.4706 7.6338 -3.5138 -0.1 0.4 0.0 0.099
H -28.8166 7.1864 -3.9263 0.2 0.6 0.0 0.100
H -29.2319 7.6118 -2.1974 -0.1 -0.1 -0.6 0.101
C -34.5955 2.3276 9.0803 0.6 0.5 2.8 -0.027
C -33.5954 3.4494 8.8493 1.2 -3.3 0.0 -0.378
C -32.4969 3.4372 9.9281 -1.5 -0.1 -0.1 -0.190
O -33.0940 3.6521 11.1763 -0.9 -0.6 -0.7 -0.177
C -32.3214 3.2678 12.2495 0.0 2.1 2.3 -0.128
N -33.0733 3.2345 7.5136 -1.7 -0.6 -0.4 0.075
H -34.2416 4.1163 6.5099 0.1 0.6 -1.1 0.083
H -32.3840 3.8655 7.2851 2.0 1.6 -0.7 0.040
H -32.7751 2.3128 7.2097 0.1 -0.1 0.6 0.091
H -34.1338 1.3533 9.0471 0.5 -0.4 0.0 0.080
H -35.3852 2.3124 8.3923 -1.2 0.3 -1.0 0.043
H -34.9759 2.4717 10.1245 0.0 -0.3 -1.0 0.108
H -34.0958 4.3455 8.8811 -1.1 2.3 0.0 0.097
H -31.8068 4.2352 9.8060 1.1 0.8 -0.7 0.103
H -31.9931 2.4851 9.8730 0.4 -0.6 0.1 0.112
H -32.9952 3.3930 13.1396 0.8 -0.3 -0.6 0.113
H -31.4846 4.0172 12.4007 -0.4 -0.9 -0.1 0.103
H -31.9335 2.2661 12.2502 0.1 -0.7 -0.4 0.076
C -35.1790 5.8235 6.3830 -2.2 1.4 -2.1 -0.386
O -34.5859 6.2122 7.5406 0.6 0.9 0.3 -0.074
O -34.5555 4.7691 5.7692 0.3 -1.1 1.0 -0.017
C -36.7384 5.4688 6.6517 1.9 0.7 -0.6 -0.568
F -37.2151 6.0079 7.7363 -0.5 1.2 0.8 0.202
F -37.5173 5.8151 5.5972 0.2 -0.1 0.2 0.130
F -36.8534 4.1695 6.8280 -0.4 -1.6 0.1 0.124
C -34.3191 7.6529 7.6038 0.7 -1.4 -0.6 -0.189
C -33.2838 7.9179 8.6479 1.8 0.1 -1.5 -0.041
H -32.3468 8.2904 8.1254 -1.0 -0.5 0.9 0.084
H -33.6181 8.6759 9.2912 -0.3 0.9 1.2 0.067
H -33.0395 7.0153 9.1832 0.0 -0.2 0.4 0.075
H -35.2307 8.1462 7.7926 -1.2 0.6 0.2 0.114
H -33.9209 7.9716 6.6416 -0.3 -0.1 -0.3 0.121
H -35.2444 6.6720 5.6050 0.2 -1.0 1.1 0.180
C -29.8973 0.6814 5.8151 -0.3 -1.2 0.6 -0.521
O -29.1324 1.0053 4.6617 0.8 0.7 -0.8 -0.136
O -30.4401 1.7297 6.3600 0.4 -0.3 0.4 -0.142
C -30.9805 -0.3718 5.2722 0.1 -0.4 2.0 -0.491
F -32.1637 0.1880 4.9413 0.4 -0.4 0.2 0.121
F -30.5679 -1.1237 4.2695 0.0 -0.1 -1.0 0.141
F -31.2033 -1.3421 6.2768 -0.5 1.1 -0.5 0.036
C -28.0836 0.1154 4.3107 0.5 0.3 1.1 -0.277
C -28.1500 -0.2688 2.9000 1.2 -2.0 -1.3 -0.068
H -28.1943 0.5703 2.2516 0.0 0.9 -0.5 0.060
H -27.2505 -0.8754 2.6090 -0.5 0.6 0.3 0.087
H -28.9576 -0.9199 2.6380 -0.8 -0.2 0.1 0.057
H -28.0662 -0.7045 5.0276 -0.3 -0.5 -0.3 0.113
H -27.1008 0.5664 4.4666 0.0 0.6 0.2 0.113
H -29.1566 -0.0276 6.4342 -1.2 1.1 -0.4 0.147
C -27.8653 -0.2333 -2.3675 -1.4 1.1 -3.8 -0.421
O -28.4490 -1.0487 -1.4565 0.8 -0.3 1.1 -0.040
O -26.7742 0.3884 -1.8945 0.6 0.2 0.8 0.022
C -27.4238 -0.9229 -3.7415 1.3 -1.5 1.4 -0.549
F -26.3211 -1.6874 -3.4880 -0.3 -0.5 0.3 0.110
F -28.3069 -1.7176 -4.3813 -0.1 0.6 0.5 0.147
F -26.9721 -0.0139 -4.5684 -0.5 1.1 -0.9 0.174
C -29.7891 -1.3726 -1.6266 -1.2 -0.4 0.5 -0.256
C -30.4701 -1.6321 -0.2626 0.6 -0.6 -1.7 -0.037
H -30.2027 -0.7959 0.3514 -0.1 0.3 0.7 0.058
H -31.5579 -1.7094 -0.4388 0.5 0.0 0.3 0.086
H -30.0569 -2.5628 0.1140 -0.2 0.0 0.5 0.069
H -29.8623 -2.1991 -2.3211 -0.3 -0.4 -0.1 0.123
H -30.3186 -0.5392 -2.0331 -0.3 0.8 -0.8 0.102
H -28.6126 0.5394 -2.8705 0.9 -0.8 1.5 0.176
C -26.0941 4.5544 1.3306 -2.0 0.4 -0.3 -0.294
O -25.6830 3.9880 0.1375 -0.5 1.2 0.3 -0.045
O -27.5389 4.8751 1.4292 1.6 -1.2 -0.4 -0.004
C -25.6987 3.7259 2.5269 3.6 1.0 0.7 -0.524
F -25.6917 4.5336 3.6685 -0.2 -1.1 -1.5 0.107
F -26.3167 2.6392 2.8059 -1.8 -1.3 0.2 0.218
F -24.3832 3.3355 2.2892 -1.0 0.7 0.6 0.112
C -25.4558 4.9804 -0.9553 -0.2 -1.4 0.9 -0.201
C -24.0486 4.8858 -1.4457 0.4 -0.3 -1.1 -0.061
H -23.4072 5.4354 -0.7822 0.5 0.2 0.2 0.075
H -23.6452 3.8499 -1.5611 -0.6 0.8 0.1 0.103
H -24.0433 5.3778 -2.4435 0.3 -0.3 0.6 0.100
H -25.6576 5.9953 -0.6189 -0.2 0.0 0.2 0.128
H -26.1546 4.6919 -1.7248 -0.3 0.0 -0.3 0.091
H -25.6686 5.4950 1.5680 0.8 1.1 -0.3 0.156
C -28.2470 -4.6015 9.5628 -1.5 0.1 1.6 -0.289
O -27.5012 -4.5145 10.7369 0.0 0.1 -0.4 -0.076
O -29.4445 -5.3944 9.6453 1.5 -0.5 -0.8 -0.002
C -28.6757 -3.1385 9.3444 1.2 -1.7 -0.3 -0.591
F -29.6290 -3.0935 8.4024 -0.3 0.6 0.0 0.140
F -29.0898 -2.5521 10.4606 -0.3 0.3 -0.4 0.187
F -27.5802 -2.5447 8.8747 0.1 1.2 -0.2 0.162
C -26.8815 -5.7123 11.2453 0.7 -0.8 -0.3 -0.203
C -26.0460 -5.4446 12.5390 -1.1 -0.3 -1.8 -0.040
H -25.3987 -4.6140 12.3140 0.4 0.3 0.2 0.072
H -26.7615 -5.1913 13.2840 -0.2 0.3 1.0 0.063
H -25.4713 -6.3323 12.8312 -0.2 0.3 -0.2 0.090
H -26.1667 -6.0825 10.4623 -0.9 0.0 0.5 0.133
H -27.7319 -6.3921 11.4333 0.8 -0.2 -0.1 0.123
H -27.7622 -4.9734 8.6606 0.5 0.0 0.2 0.174
```
Forces are in eV/Å.

Summary:
Net charge: +4
Max |F|: 0.0825 hartree/bohr
Frontier orbital gap: 7.5 eV
E: -5754.1931 Ha


No. 2
ORCA calculation (ωB97M-V/def2-TZVPD) on a 2-piece molecular cluster, C7H15NO2 overall.

XYZ file:
```
25
Properties=species:S:1:pos:R:3:forces:R:3:nbo_charge:R:1
C 0.4412 -1.9870 -1.6686 -0.2 0.0 0.1 -0.730
C 0.6088 -0.5130 -1.8465 -0.1 -0.2 -0.2 0.514
O -0.1880 0.2241 -2.3803 0.2 -0.2 0.1 -0.532
C 1.9559 0.0425 -1.3358 0.1 0.4 -0.1 0.556
N 2.1321 1.3212 -1.7048 -0.1 0.3 -0.1 -0.800
O 2.7415 -0.6194 -0.6933 0.0 -0.2 0.0 -0.591
H -0.6108 -2.2558 -1.6212 0.0 0.1 0.0 0.237
H 0.9798 -2.3188 -0.7842 0.0 0.0 0.0 0.257
H 0.8857 -2.4765 -2.5347 0.1 -0.1 -0.1 0.251
H 1.3849 1.7809 -2.2014 0.1 0.0 0.0 0.419
H 2.9495 1.8344 -1.4227 0.0 -0.1 0.0 0.408
C -1.3243 -1.0049 1.6386 0.2 0.1 -0.2 -0.604
C -0.6814 0.2354 1.0248 -0.2 0.1 0.2 -0.204
C 0.0680 1.0392 2.0828 0.0 -0.2 -0.3 -0.602
C -1.7286 1.0919 0.3195 0.1 -0.2 0.0 -0.608
H -1.8782 -1.5607 0.8848 -0.1 -0.1 0.0 0.204
H -2.0161 -0.7192 2.4303 -0.1 0.0 0.1 0.203
H -0.5660 -1.6599 2.0642 0.0 -0.1 0.1 0.208
H 0.0509 -0.0943 0.2798 -0.1 0.0 0.2 0.178
H 0.5672 1.8938 1.6318 0.1 0.1 0.0 0.204
H 0.8202 0.4216 2.5637 0.1 -0.1 0.1 0.210
H -0.6166 1.4041 2.8425 -0.1 0.1 0.2 0.201
H -2.1131 0.5790 -0.5616 -0.1 0.0 0.0 0.216
H -1.3005 2.0386 0.0003 0.0 0.1 -0.1 0.205
H -2.5621 1.3028 0.9919 0.0 0.0 0.0 0.202
```
Forces are in eV/Å.

Summary:
Relative energy (zero: lowest compared OMol25 entry of this formula, charge and spin): 7.2 kcal per mole
Net charge: 0
Max |F|: 0.0091 hartree/bohr
Frontier orbital gap: 9.9 eV
E: -480.9741 Ha


Question: Among the records above, which one has the highest E?
Answer: C7H15NO2